Entry 1:
ORCA calculation (the ωB97M-V functional and the def2-TZVPD basis) on a molecular structure, CH2Br2S in a non-equilibrium geometry.

HOMO (spin up / spin down) in Ha: -0.27623 / -0.37494
Orbital gap (spin up / spin down) in eV: 8.21 / 6.53
Total energy in eV: -151986.4889
Relative energy (zero: lowest compared OMol25 entry of this formula, charge and spin) in kcal per mole: 0.01

The geometry in ORCA input format:
```
! RIJCOSX wB97M-V def2-TZVPD def2/J DEFGRID3
* xyz 0 3
C -0.334 -0.489 -0.161
S 0.376 0.707 0.827
Br -1.970 -1.140 0.292
Br 2.382 1.191 -1.600
H 0.026 -0.904 -1.149
H -0.481 0.635 1.792
*
```

Entry 2:
ORCA calculation (the ωB97M-V functional and the def2-TZVPD basis) on 11 unconnected molecules or ions with the total composition C31H66N14O16 in a non-equilibrium geometry.

SMILES: N#C[C@H](CCC(N)=O)[C@](C#N)(COCOCCO)ON=O.CC(N)=O.CC(N)=O.CC(N)=O.CC(N)=O.CC(N)=O.CC(N)=O.CC(N)=O.CC(N)=O.CC(N)=O.CC(N)=O
HOMO in Ha: -0.31554
Orbital gap in eV: 8.54
Total energy in eV: -86840.8421

The geometry in ORCA input format:
```
! RIJCOSX wB97M-V def2-TZVPD def2/J DEFGRID3
* xyz 0 1
N -1.332 1.358 -0.696
C -1.926 0.661 -1.406
C -2.671 -0.170 -2.351
C -3.388 -1.255 -1.524
C -4.749 -0.732 -1.011
C -5.789 -0.566 -2.100
N -5.432 -0.881 -3.436
O -6.915 -0.197 -1.836
C -1.797 -0.640 -3.529
C -2.253 -1.911 -4.106
N -2.862 -2.852 -4.408
C -0.306 -0.853 -3.164
O -0.216 -1.686 -2.033
C 0.822 -1.272 -1.169
O 2.007 -1.101 -1.875
C 2.816 -0.040 -1.401
C 3.349 0.737 -2.594
O 2.269 1.276 -3.360
O -1.810 0.265 -4.644
N -1.536 1.605 -4.225
O -0.693 2.072 -4.862
H -3.410 0.516 -2.753
H -3.582 -2.181 -2.045
H -2.805 -1.427 -0.628
H -4.602 0.234 -0.541
H -5.116 -1.464 -0.308
H -6.304 -1.012 -3.934
H -4.957 -0.106 -3.883
H 0.198 0.103 -3.051
H 0.118 -1.388 -4.009
H 0.494 -0.372 -0.647
H 0.943 -2.056 -0.424
H 3.670 -0.384 -0.834
H 2.269 0.673 -0.782
H 3.975 0.132 -3.231
H 3.925 1.578 -2.232
H 2.017 2.116 -2.971
O 5.741 0.206 -1.366
C 6.944 0.003 -1.472
N 7.427 -0.990 -2.256
C 7.956 0.839 -0.738
H 8.409 -1.185 -2.372
H 6.762 -1.556 -2.754
H 7.770 0.761 0.326
H 7.842 1.879 -1.043
H 8.975 0.522 -0.936
O -9.085 1.459 2.482
C -8.966 1.026 1.340
N -7.917 1.359 0.563
C -9.972 0.088 0.728
H -7.791 1.003 -0.370
H -7.223 1.976 0.948
H -10.947 0.574 0.715
H -10.030 -0.815 1.335
H -9.704 -0.192 -0.289
O 2.100 -3.669 0.392
C 2.665 -4.703 0.100
N 2.862 -5.690 1.016
C 3.187 -4.969 -1.290
H 3.324 -6.553 0.803
H 2.522 -5.537 1.949
H 3.911 -4.198 -1.547
H 2.357 -4.923 -1.993
H 3.665 -5.945 -1.374
O -5.441 -0.472 1.914
C -5.789 -0.728 3.059
N -7.017 -0.359 3.489
C -4.903 -1.444 4.046
H -7.355 -0.525 4.417
H -7.621 0.098 2.814
H -3.993 -0.870 4.193
H -4.648 -2.425 3.645
H -5.388 -1.577 5.012
O -2.725 -0.074 5.938
C -2.079 0.869 6.352
N -2.422 1.515 7.499
C -0.859 1.393 5.634
H -1.910 2.294 7.865
H -3.231 1.186 7.996
H -1.146 1.703 4.631
H -0.122 0.595 5.562
H -0.408 2.241 6.149
O 10.088 -1.703 -3.806
C 10.232 -2.065 -4.959
N 11.368 -1.790 -5.648
C 9.171 -2.837 -5.706
H 11.517 -2.072 -6.597
H 12.090 -1.275 -5.173
H 8.261 -2.242 -5.740
H 8.972 -3.766 -5.174
H 9.473 -3.075 -6.725
O 9.607 -0.395 1.280
C 9.365 -1.206 2.150
N 9.789 -1.025 3.432
C 8.578 -2.468 1.884
H 9.603 -1.675 4.170
H 10.313 -0.192 3.636
H 9.099 -3.054 1.129
H 7.593 -2.196 1.507
H 8.456 -3.077 2.779
O 6.552 3.537 0.959
C 5.382 3.475 1.283
N 4.816 4.437 2.073
C 4.475 2.352 0.850
H 3.858 4.413 2.363
H 5.400 5.197 2.377
H 4.887 1.413 1.215
H 4.428 2.320 -0.235
H 3.463 2.463 1.239
O -13.185 0.494 1.175
C -13.787 0.965 2.120
N -13.345 0.798 3.394
C -15.058 1.765 1.958
H -13.816 1.175 4.193
H -12.496 0.276 3.529
H -15.805 1.143 1.469
H -14.851 2.632 1.334
H -15.456 2.107 2.912
O 1.768 3.153 -0.948
C 1.284 4.128 -0.407
N 0.055 4.063 0.167
C 1.993 5.459 -0.335
H -0.382 4.842 0.620
H -0.435 3.180 0.117
H 2.191 5.808 -1.346
H 2.941 5.331 0.187
H 1.404 6.214 0.187
*
```